## one
This record from the OMol25 dataset describes 5 unconnected molecules or ions with the total composition H10O5. The level of theory is the ωB97M-V functional and the def2-TZVPD basis.

Geometry as XYZ:
```
15
H10O5, DFT the ωB97M-V functional and the def2-TZVPD basis
O -0.64 0.47 0.75
H -1.54 0.61 0.43
H -0.11 0.40 -0.05
O 3.27 3.42 -1.04
H 3.53 3.67 -0.15
H 3.40 2.47 -1.07
O -3.23 0.42 2.21
H -3.17 -0.45 1.80
H -3.51 0.23 3.11
O -1.79 -3.38 1.69
H -2.35 -4.07 1.32
H -0.93 -3.54 1.29
O 2.33 -0.39 -3.18
H 2.28 -0.39 -4.15
H 2.45 0.54 -2.95
```

Results
SMILES: O.O.O.O.O
orbital gap: 11.56 eV
spin multiplicity: 1



## two
This record from the OMol25 dataset describes 5 unconnected molecules or ions with the total composition H10O5. The level of theory is the ωB97M-V functional and the def2-TZVPD basis.

Geometry as XYZ:
```
15
H10O5, DFT the ωB97M-V functional and the def2-TZVPD basis
O -0.94 22.75 -30.97
H -1.84 22.44 -31.01
H -0.93 23.53 -30.42
O -3.08 20.94 -30.95
H -3.67 20.94 -31.71
H -2.34 20.36 -31.17
O 0.38 24.60 -28.74
H -0.01 25.47 -28.60
H 1.24 24.63 -29.15
O 1.51 21.78 -31.49
H 0.69 22.20 -31.43
H 1.59 21.44 -32.38
O -0.10 21.34 -28.76
H -0.25 21.70 -29.66
H -0.59 21.94 -28.25
```

Results
SMILES: O.O.O.O.O
orbital gap: 10.78 eV
spin multiplicity: 1



## three
This record from the OMol25 dataset describes a molecular structure, H10O5. The level of theory is the ωB97M-V functional and the def2-TZVPD basis.

Geometry as XYZ:
```
15
H10O5, DFT the ωB97M-V functional and the def2-TZVPD basis
O 1.26 -2.52 0.36
H 2.05 -2.51 -0.18
H 0.84 -1.68 0.18
O -0.83 2.35 0.35
H -1.17 2.55 -0.53
H -1.62 2.26 0.89
O -0.42 -1.18 1.16
H -0.54 -2.07 0.83
H -0.32 -1.27 2.10
O 0.61 1.47 -1.90
H 1.49 1.10 -1.95
H 0.22 1.06 -1.13
O -0.34 0.08 -0.40
H -0.51 -0.54 0.31
H -0.74 0.90 -0.11
```

Results
orbital gap: 9.62 eV
spin multiplicity: 1



## four
This record from the OMol25 dataset describes 5 unconnected molecules or ions with the total composition H10O5. The level of theory is the ωB97M-V functional and the def2-TZVPD basis.

Geometry as XYZ:
```
15
H10O5, DFT the ωB97M-V functional and the def2-TZVPD basis
O 0.88 -1.98 0.14
H 1.40 -1.15 -0.08
H 1.33 -2.34 0.92
O 2.42 0.15 0.00
H 1.79 0.90 -0.09
H 3.04 0.21 -0.72
O 0.52 2.18 0.03
H 0.49 2.77 -0.73
H -0.38 1.75 0.08
O -2.07 1.17 0.08
H -2.10 0.19 -0.06
H -2.48 1.27 1.00
O -1.77 -1.50 -0.16
H -0.82 -1.73 -0.04
H -2.06 -2.04 -0.91
```

Results
SMILES: O.O.O.O.O
orbital gap: 12.22 eV
spin multiplicity: 1



Which structure loses on stability? three does.



## one
This record from the OMol25 dataset describes 5 unconnected molecules or ions with the total composition H10O5. The level of theory is the ωB97M-V functional and the def2-TZVPD basis.

Geometry as XYZ:
```
15
H10O5, DFT the ωB97M-V functional and the def2-TZVPD basis
O 0.36 -1.49 1.53
H 1.05 -1.72 1.04
H 0.49 -1.21 2.37
O 0.98 -0.53 -2.27
H 1.88 -0.25 -2.34
H 0.96 -0.48 -3.16
O -2.68 -1.51 1.18
H -3.12 -2.22 0.73
H -1.69 -1.35 1.21
O 0.28 0.68 -0.07
H 0.47 0.10 0.64
H 0.34 0.42 -0.93
O 0.44 3.35 0.27
H -0.31 3.74 -0.40
H 0.55 2.47 0.21
```

Results
SMILES: O.O.O.O.O
orbital gap: 10.57 eV
spin multiplicity: 1



## two
This record from the OMol25 dataset describes a molecular structure, H10O5. The level of theory is the ωB97M-V functional and the def2-TZVPD basis.

Geometry as XYZ:
```
15
H10O5, DFT the ωB97M-V functional and the def2-TZVPD basis
O -1.89 0.03 0.19
H -2.08 -0.66 -0.45
H -2.36 -0.23 0.98
O 0.16 -0.15 -0.02
H -0.78 -0.09 0.18
H 0.56 0.54 0.50
O 1.86 -0.41 -1.21
H 0.95 -0.45 -0.94
H 1.90 0.35 -1.79
O 2.45 -1.33 0.76
H 2.01 -1.09 -0.06
H 3.21 -1.84 0.47
O -1.97 1.98 0.80
H -1.75 1.06 0.64
H -2.30 2.29 -0.04
```

Results
orbital gap: 8.94 eV
spin multiplicity: 1



Which structure loses on stability? two does.



## one
This record from the OMol25 dataset describes 5 unconnected molecules or ions with the total composition H10O5. The level of theory is the ωB97M-V functional and the def2-TZVPD basis.

Geometry as XYZ:
```
15
H10O5, DFT the ωB97M-V functional and the def2-TZVPD basis
O -32.64 3.64 10.04
H -31.70 3.54 9.75
H -32.99 3.08 9.34
O -33.64 2.35 8.14
H -33.94 2.67 7.26
H -33.39 1.37 8.01
O -33.49 -0.68 9.15
H -33.73 -0.20 9.99
H -32.60 -0.55 8.95
O -32.01 1.90 14.15
H -31.92 0.96 14.43
H -32.10 1.94 13.21
O -33.58 1.02 11.36
H -33.42 1.87 10.90
H -34.50 1.01 11.63
```

Results
SMILES: O.O.O.O.O
orbital gap: 11.36 eV
spin multiplicity: 1



## two
This record from the OMol25 dataset describes 5 unconnected molecules or ions with the total composition H10O5. The level of theory is the ωB97M-V functional and the def2-TZVPD basis.

Geometry as XYZ:
```
15
H10O5, DFT the ωB97M-V functional and the def2-TZVPD basis
O -0.86 0.41 0.39
H -1.34 0.96 1.01
H -0.54 -0.23 1.04
O 1.61 1.82 0.32
H 1.27 2.44 -0.31
H 0.85 1.25 0.32
O -1.81 0.55 -2.28
H -1.02 0.33 -2.79
H -1.54 0.55 -1.36
O 0.19 -1.30 2.51
H 0.09 -2.21 2.84
H 1.10 -0.99 2.76
O 0.99 -1.31 -1.41
H 0.28 -1.35 -0.74
H 0.71 -0.93 -2.28
```

Results
SMILES: O.O.O.O.O
orbital gap: 11.15 eV
spin multiplicity: 1



## three
This record from the OMol25 dataset describes 5 unconnected molecules or ions with the total composition H10O5. The level of theory is the ωB97M-V functional and the def2-TZVPD basis.

Geometry as XYZ:
```
15
H10O5, DFT the ωB97M-V functional and the def2-TZVPD basis
O -0.18 -1.21 -2.00
H -0.16 -1.13 -2.95
H 0.08 -0.30 -1.80
O 1.42 2.85 -1.15
H 1.74 3.69 -0.81
H 1.54 2.22 -0.42
O 1.74 1.45 1.32
H 1.22 2.03 1.88
H 1.08 0.81 1.04
O -1.18 -0.25 1.72
H -1.95 -0.59 2.18
H -1.13 -0.80 0.93
O -1.28 -2.68 0.32
H -2.16 -3.02 0.15
H -0.78 -3.08 -0.40
```

Results
SMILES: O.O.O.O.O
orbital gap: 11.49 eV
spin multiplicity: 1



## four
This record from the OMol25 dataset describes 5 unconnected molecules or ions with the total composition H10O5. The level of theory is the ωB97M-V functional and the def2-TZVPD basis.

Geometry as XYZ:
```
15
H10O5, DFT the ωB97M-V functional and the def2-TZVPD basis
O 0.75 -0.69 2.23
H 1.38 -0.34 1.58
H 0.46 -1.59 2.04
O 2.46 -0.53 -0.58
H 3.03 0.05 -1.11
H 1.68 -0.37 -1.15
O -0.09 -0.38 -2.47
H 0.21 0.21 -3.16
H -0.60 0.12 -1.78
O -1.33 1.17 -0.74
H -2.00 1.64 -1.22
H -1.47 0.85 0.17
O -1.65 0.12 1.76
H -2.16 -0.30 2.47
H -0.68 0.04 1.97
```

Results
SMILES: O.O.O.O.O
orbital gap: 11.67 eV
spin multiplicity: 1



Which structure loses on stability? two does.



## one
This record from the OMol25 dataset describes 5 unconnected molecules or ions with the total composition H10O5. The level of theory is the ωB97M-V functional and the def2-TZVPD basis.

Geometry as XYZ:
```
15
H10O5, DFT the ωB97M-V functional and the def2-TZVPD basis
O -22.11 16.56 23.04
H -22.26 16.67 22.13
H -21.74 15.69 23.16
O -17.70 18.94 24.03
H -17.24 19.43 24.73
H -17.51 19.18 23.11
O -18.50 16.38 24.92
H -17.98 15.98 25.62
H -18.28 17.34 24.84
O -20.07 20.60 21.23
H -20.02 20.26 22.12
H -19.71 19.84 20.71
O -20.28 18.95 23.48
H -19.34 18.78 23.78
H -20.80 18.15 23.44
```

Results
SMILES: O.O.O.O.O
orbital gap: 10.85 eV
spin multiplicity: 1



## two
This record from the OMol25 dataset describes 5 unconnected molecules or ions with the total composition H10O5. The level of theory is the ωB97M-V functional and the def2-TZVPD basis.

Geometry as XYZ:
```
15
H10O5, DFT the ωB97M-V functional and the def2-TZVPD basis
O 0.89 -1.44 2.23
H 1.63 -1.11 1.71
H 0.81 -2.29 1.80
O -0.80 0.39 0.73
H -0.86 0.67 1.62
H -0.34 -0.46 0.77
O -2.61 1.11 -1.32
H -2.01 0.92 -0.60
H -2.04 0.93 -2.09
O 0.93 -1.26 -0.83
H 0.15 -1.37 -1.37
H 1.37 -2.08 -0.93
O 1.10 2.24 -0.32
H 0.51 1.54 -0.14
H 1.26 2.21 -1.26
```

Results
SMILES: O.O.O.O.O
orbital gap: 10.78 eV
spin multiplicity: 1



Which structure loses on stability? one does.



## one
This record from the OMol25 dataset describes 5 unconnected molecules or ions with the total composition H10O5. The level of theory is the ωB97M-V functional and the def2-TZVPD basis.

Geometry as XYZ:
```
15
H10O5, DFT the ωB97M-V functional and the def2-TZVPD basis
O 2.07 -0.41 1.17
H 2.15 -0.78 2.05
H 2.77 -0.89 0.68
O 1.18 1.02 3.48
H 1.15 0.89 2.52
H 0.26 1.23 3.71
O -1.81 -0.52 -3.37
H -1.14 -1.18 -3.41
H -1.87 -0.14 -2.53
O 0.15 0.49 -0.74
H 0.68 0.24 0.02
H 0.84 0.75 -1.34
O -2.44 -0.03 -0.72
H -2.42 -0.99 -0.75
H -1.57 0.32 -0.77
```

Results
SMILES: O.O.O.O.O
orbital gap: 10.87 eV
spin multiplicity: 1



## two
This record from the OMol25 dataset describes 5 unconnected molecules or ions with the total composition H10O5. The level of theory is the ωB97M-V functional and the def2-TZVPD basis.

Geometry as XYZ:
```
15
H10O5, DFT the ωB97M-V functional and the def2-TZVPD basis
O 3.58 -7.42 -16.50
H 3.75 -6.45 -16.49
H 4.46 -7.76 -16.33
O 0.49 -6.13 -15.31
H 0.85 -6.99 -15.49
H 1.16 -5.53 -15.59
O 1.95 -3.92 -16.30
H 1.56 -3.32 -15.68
H 1.33 -3.91 -17.04
O 5.89 -4.31 -13.54
H 5.33 -4.48 -14.29
H 5.61 -4.93 -12.77
O 4.52 -4.45 -15.99
H 3.60 -4.22 -16.12
H 4.84 -4.21 -16.86
```

Results
SMILES: O.O.O.O.O
orbital gap: 10.87 eV
spin multiplicity: 1



## three
This record from the OMol25 dataset describes 5 unconnected molecules or ions with the total composition H10O5. The level of theory is the ωB97M-V functional and the def2-TZVPD basis.

Geometry as XYZ:
```
15
H10O5, DFT the ωB97M-V functional and the def2-TZVPD basis
O 1.11 -1.36 -1.55
H 1.09 -2.11 -2.18
H 0.18 -1.23 -1.35
O -1.30 -0.43 -0.76
H -1.58 0.13 0.01
H -1.47 0.11 -1.56
O 0.42 -0.97 1.45
H 1.18 -0.94 0.88
H -0.31 -1.23 0.88
O -1.46 1.56 1.23
H -1.38 0.93 1.96
H -0.56 1.61 0.88
O 1.06 1.53 0.05
H 1.33 1.01 -0.71
H 1.69 1.40 0.77
```

Results
SMILES: O.O.O.O.O
orbital gap: 11.67 eV
spin multiplicity: 1



Which structure loses on stability? one does.



## one
This record from the OMol25 dataset describes a molecular structure, C3H2Br2O. The level of theory is the ωB97M-V functional and the def2-TZVPD basis.

Geometry as XYZ:
```
8
C3H2Br2O, DFT the ωB97M-V functional and the def2-TZVPD basis
C -0.10 0.88 0.45
C -0.26 -0.39 -0.29
C 0.30 -1.51 -0.08
O 0.70 -2.56 0.17
Br -1.19 -0.56 -1.98
Br 1.49 2.01 0.13
H -0.94 1.48 0.16
H 0.00 0.65 1.44
```

Results
orbital gap: 8.94 eV
spin multiplicity: 1



## two
This record from the OMol25 dataset describes a molecular structure, C3H2Br2O. The level of theory is the ωB97M-V functional and the def2-TZVPD basis.

Geometry as XYZ:
```
8
C3H2Br2O, DFT the ωB97M-V functional and the def2-TZVPD basis
C -0.11 -1.42 1.57
C -0.15 -0.60 0.71
C -0.09 0.40 -0.31
O 1.23 0.56 -0.79
Br -1.27 0.01 -1.96
Br -0.57 2.24 0.24
H -0.36 -2.25 2.17
H 1.32 1.06 -1.63
```

Results
orbital gap: 9.94 eV
spin multiplicity: 1



Which structure loses on stability? two does.